A 2-piece molecular cluster, C3H7BrN3 overall at a distorted geometry. Source: the OMol25 dataset; level of theory: wB97M-V/def2-TZVPD.

```
14
C3H7BrN3 | the OMol25 dataset | wB97M-V/def2-TZVPD
C -1.690 -1.794 0.474
C 0.618 1.190 0.727
C -0.264 0.646 -0.391
N -0.311 -3.727 0.744
N -1.037 -2.792 0.622
N -0.209 -0.571 -1.036
Br -3.090 -0.750 1.105
H 0.307 0.639 1.611
H 1.639 0.804 0.505
H 0.664 2.277 0.834
H -0.365 1.555 -1.027
H -1.217 0.749 0.236
H -0.465 -4.582 0.277
H -0.604 -0.835 -1.932
```

## Properties
highest occupied orbital energy (spin up / spin down): -14.00 / -14.00 eV
lowest unoccupied orbital energy (spin up / spin down): -7.285 / -7.286 eV
molar mass: 165.014 g mol⁻¹
relative energy (zero: lowest compared OMol25 entry of this formula, charge and spin): 718.23 kJ/mol
total charge: +1
total energy: -2856.25437 Ha

Quick look at the Löwdin charges, all values in e: -0.523, -0.070, -0.395, 0.248, -0.103, 0.223, 0.914, 0.073, 0.098, 0.099, 0.149, 0.077, 0.112, 0.097

***

A 2-piece molecular cluster, C3H7BrN3 overall at a distorted geometry. Source: the OMol25 dataset; level of theory: wB97M-V/def2-TZVPD.

```
14
C3H7BrN3 | the OMol25 dataset | wB97M-V/def2-TZVPD
C -1.319 -0.743 -1.018
C -0.372 -1.948 0.472
C -0.355 1.533 -0.397
N -1.173 -1.977 -0.632
N -0.536 0.075 -0.221
N -0.008 -0.612 0.768
Br 2.968 -0.076 -0.159
H -1.925 -0.461 -1.910
H -1.017 -2.505 1.224
H 0.523 -2.556 0.493
H -1.321 2.126 -0.808
H -0.393 1.931 0.675
H 0.593 1.853 -0.763
H 2.740 -1.210 0.517
```

## Properties
highest occupied orbital energy: -14.62 eV
lowest unoccupied orbital energy: -6.559 eV
molar mass: 165.014 g mol⁻¹
relative energy (zero: lowest compared OMol25 entry of this formula, charge and spin): 260.96 kJ/mol
total charge: +1
total energy: -2856.42853 Ha

Quick look at the Löwdin charges, all values in e: -0.044, -0.234, 0.008, 0.141, -0.100, 0.189, 0.486, 0.174, 0.213, 0.162, 0.167, 0.128, 0.058, -0.347

***

An isolated ion of composition C3H7BrNO and charge +1 at a distorted geometry. Source: the OMol25 dataset; level of theory: wB97M-V/def2-TZVPD.

```
13
C3H7BrNO | the OMol25 dataset | wB97M-V/def2-TZVPD
Br -3.051 -0.052 0.112
C -1.315 -0.075 -0.743
N -0.368 0.919 -0.201
C 1.001 0.148 0.080
C 0.335 -1.223 0.600
O -0.664 -1.527 -0.305
H -1.149 -0.194 -1.849
H -0.801 1.276 0.668
H -0.303 1.691 -0.876
H 1.467 0.842 0.786
H 1.441 -0.143 -0.861
H 1.079 -1.961 0.424
H 0.134 -1.066 1.653
```

## Properties
highest occupied orbital energy: -14.93 eV
lowest unoccupied orbital energy: -3.831 eV
molar mass: 152.999 g mol⁻¹
SMILES: Br[C@H]1[NH2+]CCO1
relative energy (zero: lowest compared OMol25 entry of this formula, charge and spin): 175.95 kJ/mol
total charge: +1
total energy: -2822.18641 Ha

Quick look at the Löwdin charges, all values in e: 0.851, -0.574, 0.032, 0.031, -0.213, -0.145, 0.152, 0.153, 0.189, 0.138, 0.130, 0.128, 0.128

***

An isolated ion of composition C3H7BrNO and charge +1 at a distorted geometry. Source: the OMol25 dataset; level of theory: wB97M-V/def2-TZVPD.

```
13
C3H7BrNO | the OMol25 dataset | wB97M-V/def2-TZVPD
C -0.586 1.100 0.510
C 0.550 0.623 -0.512
C 0.412 -1.612 -1.340
N -0.870 0.228 1.563
O 0.090 -0.394 -1.353
Br 1.705 -2.376 -0.257
H -0.193 2.039 0.909
H -1.486 1.301 -0.073
H 0.748 1.483 -1.156
H 1.444 0.324 0.042
H -0.114 -2.269 -2.026
H -0.170 0.074 2.268
H -1.530 -0.520 1.425
```

## Properties
highest occupied orbital energy: -13.26 eV
lowest unoccupied orbital energy: -6.082 eV
molar mass: 152.999 g mol⁻¹
relative energy (zero: lowest compared OMol25 entry of this formula, charge and spin): 173.46 kJ/mol
total charge: +1
total energy: -2822.18736 Ha

Quick look at the Löwdin charges, all values in e: -0.227, -0.137, -0.442, 0.025, -0.015, 0.987, 0.131, 0.131, 0.147, 0.099, 0.120, 0.093, 0.088

***

A 2-piece molecular cluster, C3H7Cl overall at a distorted geometry. Source: the OMol25 dataset; level of theory: wB97M-V/def2-TZVPD.

```
11
C3H7Cl | the OMol25 dataset | wB97M-V/def2-TZVPD
C 1.632 -1.108 0.155
C -1.190 0.668 0.517
C -0.553 0.588 -0.778
Cl -1.370 -0.385 -1.926
H 1.008 -1.722 0.630
H 1.957 -1.084 -0.838
H 2.352 -0.373 0.757
H -0.496 1.161 1.102
H -1.482 -0.390 0.885
H -1.997 1.401 0.536
H 0.139 1.246 -1.040
```

## Properties
highest occupied orbital energy (spin up / spin down): -8.75 / -7.83 eV
lowest unoccupied orbital energy (spin up / spin down): 0.527 / 0.315 eV
molar mass: 78.542 g mol⁻¹
relative energy (zero: lowest compared OMol25 entry of this formula, charge and spin): 402.90 kJ/mol
total charge: 0
total energy: -578.52415 Ha

Quick look at the Löwdin charges, all values in e: 0.077, -0.219, -0.645, 0.605, -0.064, -0.037, 0.052, 0.039, 0.110, 0.076, 0.005

***

A 3-piece molecular cluster, C3H7Cl4NO2 overall. Source: the OMol25 dataset; level of theory: wB97M-V/def2-TZVPD.

```
17
C3H7Cl4NO2 | the OMol25 dataset | wB97M-V/def2-TZVPD
C 2.039 0.807 -0.616
N 0.719 0.303 -0.155
O -0.206 1.082 -0.136
O 0.656 -0.866 0.155
H 1.990 1.888 -0.669
H 2.216 0.397 -1.608
H 2.789 0.442 0.076
Cl 1.465 -5.057 1.866
C 0.550 -3.970 0.821
Cl -0.904 -4.739 0.182
H 0.244 -3.097 1.381
H 1.179 -3.696 -0.016
Cl -2.392 3.759 -1.878
C -2.453 3.197 -0.199
Cl -3.735 3.984 0.726
H -2.652 2.135 -0.191
H -1.503 3.430 0.261
```

## Properties
highest occupied orbital energy: -10.86 eV
lowest unoccupied orbital energy: -0.287 eV
molar mass: 230.906 g mol⁻¹
SMILES: C[N+](=O)[O-].ClCCl.ClCCl
relative energy (zero: lowest compared OMol25 entry of this formula, charge and spin): 1.62 kJ/mol
total charge: 0
total energy: -2164.40647 Ha

Quick look at the Löwdin charges, all values in e: 0.053, -0.438, 0.068, 0.065, 0.096, 0.105, 0.100, 0.506, -1.060, 0.505, 0.007, 0.017, 0.498, -1.055, 0.507, 0.013, 0.012

***

C3H7ClFN in the gas phase at a distorted geometry. Source: the OMol25 dataset; level of theory: wB97M-V/def2-TZVPD.

```
13
C3H7ClFN | the OMol25 dataset | wB97M-V/def2-TZVPD
C -1.808 -0.190 -0.339
N -0.455 -0.413 -0.633
C 0.398 0.280 0.348
C 1.800 0.611 0.227
F 2.184 1.434 -0.773
Cl 2.652 -1.038 -0.282
H -2.208 -1.182 0.302
H -2.595 -0.386 -1.224
H -2.112 0.826 0.149
H -0.227 -1.401 -0.678
H 0.312 -0.487 1.128
H -0.337 1.065 0.585
H 2.396 0.881 1.189
```

## Properties
highest occupied orbital energy: -8.79 eV
lowest unoccupied orbital energy: 0.854 eV
molar mass: 111.547 g mol⁻¹
SMILES: CNC[C@H](F)Cl
relative energy (zero: lowest compared OMol25 entry of this formula, charge and spin): 236.52 kJ/mol
total charge: 0
total energy: -733.23529 Ha

Quick look at the Löwdin charges, all values in e: -0.210, -0.166, -0.294, -0.579, -0.031, 0.494, 0.116, 0.098, 0.103, 0.096, 0.120, 0.109, 0.145

***

A 2-piece molecular cluster, C3H7ClN2O overall at a distorted geometry. Source: the OMol25 dataset; level of theory: wB97M-V/def2-TZVPD.

```
14
C3H7ClN2O | the OMol25 dataset | wB97M-V/def2-TZVPD
C 1.341 2.122 0.995
C 1.654 1.103 -0.035
O 2.796 0.434 0.313
N 0.859 1.046 -0.978
Cl 1.129 -0.106 -2.299
H 0.486 1.863 1.599
H 2.203 2.212 1.614
H 0.998 3.176 0.806
H 3.057 -0.115 -0.510
C -1.939 -1.258 -0.678
N -1.432 -1.421 -1.815
H -2.832 -1.921 -0.174
H -1.699 -0.330 -0.170
H -1.831 -2.295 -2.252
```

## Properties
highest occupied orbital energy: -9.43 eV
lowest unoccupied orbital energy: 0.789 eV
molar mass: 122.555 g mol⁻¹
SMILES: C/C(O)=N/Cl.C=N
relative energy (zero: lowest compared OMol25 entry of this formula, charge and spin): 222.98 kJ/mol
total charge: 0
total energy: -763.35238 Ha

Quick look at the Löwdin charges, all values in e: -0.029, -0.611, 0.039, -0.281, 0.538, 0.076, 0.067, 0.108, 0.121, -0.183, -0.048, 0.107, 0.034, 0.061

***

C3H7ClN2O2 in the gas phase at a distorted geometry. Source: the OMol25 dataset; level of theory: wB97M-V/def2-TZVPD.

```
15
C3H7ClN2O2 | the OMol25 dataset | wB97M-V/def2-TZVPD
C -0.370 0.642 -1.805
N 0.669 0.027 -0.939
O 1.174 -1.095 -1.530
C 0.314 -0.187 0.401
C -0.229 1.012 1.160
Cl -2.007 1.008 1.215
N 0.560 -1.367 0.897
O 0.261 -1.322 2.304
H -0.823 1.552 -1.417
H -1.195 -0.079 -1.905
H 0.169 0.860 -2.741
H 0.797 -1.862 -1.030
H 0.085 1.084 2.213
H 0.062 1.939 0.651
H 0.533 -2.212 2.527
```

## Properties
highest occupied orbital energy: -8.87 eV
lowest unoccupied orbital energy: 0.750 eV
molar mass: 138.554 g mol⁻¹
SMILES: CN(O)/C(CCl)=N/O
relative energy (zero: lowest compared OMol25 entry of this formula, charge and spin): 236.02 kJ/mol
total charge: 0
total energy: -838.57354 Ha

Quick look at the Löwdin charges, all values in e: -0.037, -0.211, -0.022, -0.377, -0.503, 0.581, 0.049, -0.076, 0.066, 0.095, 0.096, 0.099, 0.079, 0.078, 0.083

***

Question: molar mass of number 7 (C3H7ClFN)?
Answer: 111.547 g mol⁻¹

***

Question: Look up the total energy of the second one.
Answer: -2856.42853 Ha

***

Question: Number 3 is which compound?
Answer: C3H7BrNO

***

Question: total charge of number 8 (C3H7ClN2O)?
Answer: 0